C35H45F2Zr | wB97M-V/def2-TZVPD

Last column: Mulliken charge in e.
Cartesian coordinates (Å):
1 C 1.1613 4.0643 0.5557  -1.923
2 C 1.0299 3.1983 1.7766  -0.271
3 C 2.0480 2.9509 2.7986  0.805
4 C 3.4723 3.4332 2.8079  -1.816
5 C 1.4841 2.1002 3.8001  -0.437
6 C 2.2199 1.4959 4.9728  -1.677
7 C 0.0846 2.2461 3.5484  2.542
8 C -0.8909 1.8494 4.5334  -1.547
9 C -0.2373 2.6272 2.1922  0.641
10 C -1.5752 2.7125 1.4415  -1.397
11 Zr 1.3582 0.8330 1.2579  0.024
12 C 0.4578 1.1867 -0.8367  -0.577
13 C 3.6171 0.9083 0.8818  -1.267
14 C 1.4069 -1.6182 1.0540  -0.157
15 C 2.2482 -1.9576 -0.1307  -1.380
16 C 1.8697 -1.4866 2.4024  0.968
17 C 3.2447 -1.7536 2.9488  -1.556
18 C 0.6759 -1.3596 3.1770  1.663
19 C 0.8269 -1.1452 4.6027  -1.312
20 C -0.4766 -1.1635 2.3282  -0.166
21 C -1.8871 -0.8309 2.6171  -1.722
22 C -0.0422 -1.4636 1.0337  1.185
23 C -0.9496 -1.6104 -0.1659  -0.593
24 H 1.5438 5.0651 0.8444  0.412
25 H 1.8631 3.6225 -0.1848  0.241
26 H 0.1746 4.1875 0.0557  0.337
27 H 3.7037 4.2382 3.5800  0.275
28 H 4.0321 2.5177 2.9621  0.538
29 H 3.8087 3.6167 1.7618  0.475
30 H 2.0259 2.1374 5.8124  0.453
31 H 1.9807 0.5517 5.3797  0.665
32 H 3.2829 1.5092 4.7744  0.474
33 H -1.4436 2.4106 5.2743  0.398
34 H -1.6928 1.2412 4.0438  0.245
35 H -0.1542 -0.7888 5.0454  0.556
36 H -2.1279 3.6298 1.6845  0.373
37 H -1.3918 2.7182 0.3279  0.277
38 H -2.2512 1.8379 1.6837  0.264
39 H -0.0455 0.2936 -1.2810  -0.067
40 H -0.4007 1.9019 -0.7776  0.210
41 H 1.2255 1.4458 -1.6174  0.258
42 H 4.1425 0.0390 1.3453  0.194
43 H 3.8749 1.0656 -0.1969  0.382
44 H 4.1818 1.7622 1.3442  0.350
45 H 1.9446 -2.9456 -0.5419  0.142
46 H 2.1216 -1.2028 -0.9432  0.128
47 H 3.3179 -1.9773 0.1674  0.415
48 H 3.5248 -2.7908 2.6761  0.367
49 H 4.0266 -1.0945 2.5063  0.208
50 H 3.2717 -1.5986 4.0391  0.476
51 H 1.0193 -2.0268 5.2467  0.391
52 H 1.6054 -0.2840 4.7198  -0.790
53 H -0.5000 1.0026 5.1685  0.196
54 H -2.6318 -1.6329 2.5013  0.372
55 H -1.9715 -0.5390 3.6615  0.569
56 H -2.2226 0.0657 2.0489  0.129
57 H -1.4963 -2.6122 -0.2802  0.358
58 H -1.6116 -0.7065 -0.2328  0.213
59 H -0.3460 -1.3636 -1.0276  -0.519
60 F -5.4391 1.5000 -8.0078  -0.379
61 C -4.5050 0.8869 -7.1997  0.354
62 C -3.4638 1.6420 -6.6172  -0.455
63 C -2.5303 1.0029 -5.7848  -0.758
64 C -2.6165 -0.4132 -5.5061  1.195
65 C -1.6389 -0.9836 -4.6438  -1.298
66 C -1.4937 -2.3420 -4.2514  1.449
67 C -0.3660 -2.6878 -3.4119  -0.637
68 C -0.2022 -3.9899 -2.9106  -0.461
69 C -1.1264 -4.9930 -3.2771  0.433
70 F -0.9871 -6.2724 -2.7836  -0.394
71 C -2.1811 -4.7143 -4.1233  -1.052
72 C -2.3512 -3.4242 -4.5982  -0.273
73 C -3.6862 -1.0998 -6.1481  -0.257
74 C -4.6113 -0.4715 -6.9691  -0.950
75 H -3.4038 2.7194 -6.8227  0.357
76 H -1.7069 1.5917 -5.3238  0.269
77 H -0.8775 -0.2826 -4.2472  -0.090
78 H 0.3938 -1.9055 -3.1687  0.237
79 H 0.6326 -4.2432 -2.2393  0.335
80 H -2.8921 -5.4689 -4.4263  0.376
81 H -3.2094 -3.3345 -5.2475  0.267
82 H -3.8729 -2.1589 -6.0546  0.382
83 H -5.3962 -1.0713 -7.4066  0.355

Gap between HOMO and LUMO, eV: 4.07
Energy above the lowest of the compared OMol25 structures with the same formula, charge and spin, kJ/mol: 245.1
Total energy, Eh: -1607.2992
Net charge: -1
Max |F|, hartree/bohr: 0.099